1.
Here is a molecular structure, C40H61AsBN5O4PPt from OMol25. Energies are from wB97M-V/def2-TZVPD.

Positions of all 114 atoms, in Å:
1 Pt 0.44821 -0.31051 1.12697
2 O 3.39430 -2.01569 3.46225
3 C 2.72792 -1.32104 2.70118
4 O 1.45621 -1.20993 2.70442
5 C 3.49189 -0.53910 1.62400
6 C 4.90861 -0.57265 1.65632
7 C 5.61141 0.07027 0.68567
8 C 4.91792 0.74206 -0.35578
9 C 5.55578 1.40311 -1.43659
10 C 4.81450 1.99661 -2.41748
11 C 3.40076 1.94667 -2.37898
12 C 2.75488 1.32414 -1.35153
13 C 3.51094 0.72519 -0.31054
14 N 2.83244 0.10918 0.69609
15 H 5.38491 -1.12000 2.45530
16 H 6.69540 0.06527 0.68513
17 H 6.63846 1.42354 -1.47655
18 H 5.31136 2.49358 -3.24180
19 H 2.82936 2.40070 -3.18078
20 H 1.67221 1.23240 -1.28983
21 C -1.46518 -5.13370 1.62177
22 C -1.94503 -3.71337 1.37682
23 C -2.99642 -3.69059 0.26960
24 O -0.83352 -2.93131 0.91967
25 B -0.92335 -1.63796 1.45235
26 O -2.01203 -1.59346 2.33933
27 C -2.38814 -2.93900 2.65298
28 C -3.87893 -2.98231 2.94131
29 C -1.59222 -3.34255 3.89224
30 H -1.15971 -5.58377 0.67761
31 H -2.26309 -5.74368 2.05069
32 H -0.60852 -5.14843 2.29256
33 H -2.55096 -4.09058 -0.64091
34 H -3.31440 -2.66646 0.06806
35 H -3.86997 -4.29126 0.52757
36 H -4.45443 -2.57381 2.11358
37 H -4.09024 -2.38543 3.82915
38 H -4.20725 -4.00680 3.12879
39 H -0.52235 -3.25855 3.70362
40 H -1.82689 -4.35848 4.21334
41 H -1.83740 -2.65437 4.70175
42 N -0.28896 0.77066 -0.38520
43 P -1.08825 2.07299 -0.25997
44 N -1.20634 2.84883 -1.79575
45 C -1.61345 1.90167 -2.83159
46 C -2.10491 2.63335 -4.07284
47 C -1.01960 3.56582 -4.60246
48 C -0.56126 4.50163 -3.48824
49 C -0.13130 3.71447 -2.25571
50 N -0.55362 3.32356 0.75450
51 C 0.89496 3.54851 0.82713
52 C 1.52075 2.99395 2.10825
53 C 0.78445 3.50396 3.36160
54 C -0.40383 4.38506 2.98435
55 C -1.29947 3.69947 1.96212
56 N -2.70701 1.95852 0.16441
57 C -3.33388 0.65090 0.24506
58 C -4.34587 0.61532 1.38097
59 C -5.38423 1.71900 1.19837
60 C -4.70435 3.07697 1.03714
61 C -3.65648 3.02989 -0.07425
62 H -2.39753 1.26041 -2.42223
63 H -0.77138 1.23771 -3.08998
64 H -2.99539 3.21568 -3.81908
65 H -2.39061 1.90119 -4.83275
66 H -1.37527 4.13343 -5.46629
67 H -0.16766 2.96550 -4.93987
68 H -1.38539 5.16422 -3.20726
69 H 0.27060 5.12687 -3.82476
70 H 0.12578 4.40505 -1.45462
71 H 0.77212 3.12888 -2.50353
72 H 1.09847 4.62346 0.73874
73 H 1.36024 3.07152 -0.03380
74 H 2.58293 3.25159 2.13662
75 H 1.45848 1.90277 2.06680
76 H 1.46039 4.06013 4.01509
77 H 0.41878 2.65139 3.93892
78 H -0.05478 5.34119 2.58319
79 H -1.00042 4.61602 3.87025
80 H -2.12346 4.37242 1.70188
81 H -1.73970 2.80875 2.42522
82 H -2.55300 -0.08680 0.39541
83 H -3.84964 0.42151 -0.70404
84 H -3.80822 0.74230 2.32261
85 H -4.82489 -0.36505 1.41390
86 H -6.08351 1.74002 2.03832
87 H -5.97317 1.50878 0.29815
88 H -4.21098 3.34792 1.97478
89 H -5.44253 3.85248 0.81509
90 H -3.12245 3.97715 -0.14936
91 H -4.16081 2.87308 -1.04151
92 C 1.65819 -1.95259 -3.92812
93 As 1.12238 -1.83806 -2.02292
94 C -0.80861 -1.88499 -2.37624
95 C 1.36513 -3.77366 -1.58865
96 C 2.68833 -4.03801 -0.93983
97 C 3.78213 -4.48630 -1.67246
98 C 5.02006 -4.66155 -1.06669
99 C 5.17909 -4.38930 0.28137
100 C 4.09504 -3.93650 1.02718
101 C 2.86365 -3.76079 0.41757
102 H 1.14182 -2.75672 -4.45648
103 H 2.73545 -2.10734 -3.99452
104 H 1.42173 -1.00139 -4.40704
105 H -1.15565 -2.89874 -2.57995
106 H -1.02425 -1.25072 -3.23809
107 H -1.31166 -1.47174 -1.50491
108 H 1.24020 -4.37440 -2.49327
109 H 0.56228 -3.99536 -0.88537
110 H 3.66265 -4.69825 -2.72980
111 H 5.86156 -5.00905 -1.65497
112 H 6.14442 -4.51870 0.75285
113 H 4.20043 -3.69565 2.07760
114 H 2.02383 -3.38218 0.98958

Summary:
HOMO-LUMO gap, eV: 6.797
Total charge: -1
Total energy, Eh: -4857.1217
Spin multiplicity: 1
E_HOMO, eV: -4.221

2.
Here is a single C3H10N2 molecule from OMol25. Energies are from wB97M-V/def2-TZVPD.

Positions of all 15 atoms, in Å:
1 C 0.39534 1.02580 1.53515
2 C -0.27741 0.34868 0.35222
3 C 0.76065 -0.06549 -0.69797
4 H -0.31061 1.36456 2.29277
5 H 1.10474 0.33630 2.04341
6 H 0.99101 1.90437 1.17709
7 H -1.00640 1.06132 -0.01895
8 H -1.68446 -0.73165 1.41525
9 H -1.32590 -1.30882 -0.05884
10 H 1.36033 -0.92447 -0.32015
11 H 1.39588 0.77707 -0.89015
12 H 0.57851 -1.02822 -2.56486
13 H -0.32658 0.36964 -2.38055
14 N -0.91017 -0.91605 0.76811
15 N 0.04617 -0.46595 -1.88688

Summary:
HOMO-LUMO gap, eV: 10.218
Structure (SMILES): C[C@H](N)CN
Total charge: 0
Total energy, Eh: -229.8041
Spin multiplicity: 1
E_HOMO, eV: -9.016

3.
Here is a molecular structure, C4H11InNO from OMol25. Energies are from wB97M-V/def2-TZVPD.

Positions of all 18 atoms, in Å:
1 In -0.37542 3.32361 1.01916
2 C -0.98671 -1.18705 -1.67429
3 C -0.92611 -0.16837 -0.54078
4 C 0.37543 -0.35726 0.29247
5 O 0.53333 0.54107 1.34806
6 C 1.65304 0.23280 2.19600
7 N -0.87648 1.15446 -1.14687
8 H -0.29074 -1.01834 -2.49602
9 H -2.00827 -1.16403 -2.05377
10 H -0.79039 -2.16299 -1.23032
11 H -1.77409 -0.26332 0.13748
12 H 1.20785 -0.51542 -0.39321
13 H 0.27393 -1.36884 0.68554
14 H 1.89837 1.18355 2.66928
15 H 2.58567 -0.14823 1.77996
16 H 1.43746 -0.49371 2.97945
17 H -1.72764 1.30723 -1.66870
18 H -0.20922 1.10486 -1.90344

Summary:
HOMO-LUMO gap (alpha / beta), eV: 9.622 / 4.843
Total charge: +2
Total energy, Eh: -478.3797
Spin multiplicity: 2
⟨S²⟩: 0.757
E_HOMO (alpha / beta), eV: -18.162 / -18.120

4.
Here is a single C5H8O2 molecule from OMol25. Energies are from wB97M-V/def2-TZVPD.

Positions of all 15 atoms, in Å:
1 C -0.97659 0.73073 1.18933
2 C 0.24171 0.14949 0.46144
3 O 1.33249 0.08423 1.37577
4 C -0.00089 -1.33313 -0.07449
5 O 0.01528 -1.58416 -1.46792
6 C 0.58271 0.91425 -0.74125
7 C 0.78356 0.99779 -1.92638
8 H -1.15316 0.20654 2.13600
9 H -1.87423 0.66946 0.56675
10 H -0.79927 1.78520 1.42580
11 H 1.79474 0.93214 1.36927
12 H -0.95788 -1.68830 0.31456
13 H 0.82158 -1.93459 0.31844
14 H -0.65305 -1.04543 -1.91016
15 H 0.93131 1.06990 -2.97459

Summary:
HOMO-LUMO gap, eV: 10.901
Structure (SMILES): C#C[C@](C)(O)CO
Total charge: 0
Total energy, Eh: -345.6952
Spin multiplicity: 1
E_HOMO, eV: -10.125

5.
Here is 10 unconnected molecules or ions with the total composition C28H54N2O16S4 from OMol25. Energies are from wB97M-V/def2-TZVPD.

Positions of all 104 atoms, in Å:
1 C 14.60633 9.91129 18.19588
2 C 14.26736 8.92460 19.32960
3 O 12.84813 8.79656 19.20189
4 C 12.35906 9.86977 18.52256
5 O 11.20838 10.13748 18.41721
6 O 13.36587 10.57687 17.97605
7 H 14.87311 9.35378 17.29845
8 H 15.38073 10.61711 18.47902
9 H 14.52851 9.29649 20.31694
10 H 14.70885 7.95422 19.11551
11 C 10.12985 13.30715 25.56516
12 C 8.62678 13.46151 25.23781
13 O 8.54022 13.16465 23.84674
14 C 9.74936 12.86838 23.34543
15 O 10.01363 12.65702 22.20114
16 O 10.69811 12.87654 24.32083
17 H 10.35836 12.54700 26.31046
18 H 10.59097 14.24861 25.86163
19 H 8.33700 14.50026 25.38516
20 H 7.99733 12.79834 25.82132
21 C 11.56182 14.86275 18.22675
22 C 11.31644 13.57352 19.02920
23 O 12.64274 13.18814 19.38957
24 C 13.50741 14.19798 19.19041
25 O 14.64254 14.21490 19.56424
26 O 12.84417 15.26093 18.69951
27 H 10.82234 15.62889 18.43377
28 H 11.60318 14.61472 17.16550
29 H 10.82283 12.80645 18.43957
30 H 10.73928 13.72877 19.94194
31 C 12.66802 5.89504 22.85808
32 C 12.10687 7.17846 22.22602
33 O 12.84317 8.20165 22.90892
34 C 13.92941 7.66796 23.50237
35 O 14.76626 8.30434 24.05344
36 O 13.90124 6.32114 23.44088
37 H 12.79439 5.06734 22.16973
38 H 11.99687 5.58514 23.66332
39 H 11.04918 7.33254 22.41634
40 H 12.27260 7.24206 21.14991
41 C 13.01479 11.62634 21.98079
42 C 14.52170 11.66305 21.78879
43 C 15.25677 12.59079 22.75986
44 C 15.05385 12.20472 24.15277
45 N 14.91168 11.91500 25.25380
46 H 12.73875 11.05126 22.87087
47 H 12.53177 11.09480 21.16280
48 H 12.63454 12.63412 22.13782
49 H 14.78260 12.06422 20.80482
50 H 14.95822 10.66334 21.86364
51 H 14.90141 13.61856 22.66024
52 H 16.33060 12.59738 22.57108
53 C 12.77897 16.77592 21.65868
54 C 11.88531 15.90821 22.54974
55 C 10.44091 16.35508 22.70455
56 C 9.66470 16.17766 21.47437
57 N 9.11408 16.04620 20.47715
58 H 13.74982 16.28910 21.60184
59 H 12.91535 17.73567 22.17048
60 H 12.35305 16.96200 20.67681
61 H 12.32680 15.73541 23.52964
62 H 11.83383 14.93868 22.03803
63 H 10.27665 17.39811 22.99345
64 H 9.99983 15.74191 23.49519
65 C 13.06755 9.41539 29.49104
66 S 11.87130 9.46756 28.15765
67 O 10.96267 10.64185 28.33016
68 C 12.95395 9.90179 26.79323
69 H 13.92042 8.81776 29.17958
70 H 12.53971 9.08719 30.38153
71 H 13.46818 10.41231 29.69479
72 H 12.98485 10.98422 26.70493
73 H 12.51585 9.51768 25.86966
74 H 13.93890 9.44153 26.85757
75 C 17.30596 15.63559 22.57058
76 S 17.96312 17.01215 21.60378
77 O 18.67749 16.45797 20.43735
78 C 16.35223 17.63041 21.09300
79 H 18.13839 15.02502 22.90355
80 H 16.61947 15.04108 21.96324
81 H 16.70236 16.08267 23.36116
82 H 15.62905 17.52605 21.89976
83 H 15.96602 17.03033 20.26396
84 H 16.45597 18.66485 20.77817
85 C 17.85822 9.83833 23.14540
86 S 18.99054 8.61249 22.47616
87 O 19.91021 8.24402 23.57840
88 C 17.77253 7.30092 22.32892
89 H 18.45854 10.69954 23.43574
90 H 17.31562 9.42478 23.99512
91 H 17.11450 10.18247 22.42332
92 H 17.24064 7.40972 21.37940
93 H 17.02227 7.28376 23.12271
94 H 18.25296 6.32365 22.33994
95 C 17.59132 12.70286 29.93080
96 S 16.60851 11.69466 28.81561
97 O 16.05133 10.57910 29.62084
98 C 15.28106 12.88034 28.60576
99 H 16.96046 13.10890 30.72286
100 H 18.06496 13.51128 29.37334
101 H 18.36052 12.08991 30.39635
102 H 14.89180 13.22788 29.55593
103 H 14.55551 12.41186 27.93880
104 H 15.66458 13.67796 27.95833

Summary:
HOMO-LUMO gap, eV: 8.742
Total charge: 0
Total energy, Eh: -4005.3010
Spin multiplicity: 1
E_HOMO, eV: -8.587

6.
Here is 2 unconnected molecules or ions with the total composition C13H23FNO6 from OMol25. Energies are from wB97M-V/def2-TZVPD.

Positions of all 44 atoms, in Å:
1 C -2.87341 -1.98146 0.18875
2 C -1.52493 -1.72757 0.84264
3 F -1.61269 -2.13514 2.19161
4 C -1.03723 -0.28170 0.76368
5 N -0.06841 -0.09706 -0.31590
6 C 1.30438 0.31151 0.08028
7 C 1.79375 -0.50867 1.29150
8 C 2.20160 0.10099 -1.13040
9 C 2.20226 -1.32049 -1.70755
10 C 3.40512 -2.19389 -1.31290
11 C 3.05074 -3.59389 -0.82805
12 O 1.96879 -3.61913 0.09728
13 C 1.26015 1.85282 0.46859
14 O 0.51250 2.11382 1.44238
15 O 1.92391 2.64250 -0.23687
16 H -3.04595 -1.25422 -0.60459
17 H -3.67382 -1.90060 0.92435
18 H -2.92242 -2.97556 -0.25709
19 H -0.76970 -2.35752 0.36771
20 H -1.89378 0.35721 0.53243
21 H -0.64845 0.06314 1.71585
22 H -0.40141 0.61863 -0.94892
23 H 1.15631 -1.36786 1.49752
24 H 1.83033 0.11982 2.17848
25 H 2.80423 -0.88321 1.10833
26 H 3.21737 0.39441 -0.85340
27 H 1.88889 0.81322 -1.89541
28 H 2.18537 -1.24309 -2.79778
29 H 1.28067 -1.83062 -1.42574
30 H 4.07713 -2.31765 -2.16874
31 H 3.99678 -1.68563 -0.54552
32 H 2.73849 -4.22390 -1.66323
33 H 3.93755 -4.05886 -0.38312
34 H 2.29897 -3.41158 0.97538
35 C -2.24481 3.33210 0.63659
36 C -3.15489 4.52583 0.85907
37 O -3.89617 4.58934 -0.36719
38 C -3.88285 3.35979 -0.93682
39 O -4.54723 3.05106 -1.87631
40 O -3.02726 2.55229 -0.29013
41 H -2.03130 2.74950 1.52692
42 H -1.29751 3.59428 0.16687
43 H -3.85951 4.36724 1.67817
44 H -2.62155 5.45979 1.01130

Summary:
HOMO-LUMO gap, eV: 7.357
Total charge: -1
Total energy, Eh: -1115.2886
Spin multiplicity: 1
E_HOMO, eV: -4.347

7.
Here is 14 unconnected molecules or ions with the total composition H28O14 from OMol25. Energies are from wB97M-V/def2-TZVPD.

Positions of all 42 atoms, in Å:
1 H 0.60603 -0.06255 -0.33947
2 H -0.40883 -0.78162 0.58052
3 H 4.02022 3.22579 -2.15551
4 H 3.28803 2.25541 -1.24360
5 H -1.54667 3.90927 -0.27857
6 H -1.94755 2.52359 -0.22643
7 H 1.38239 0.98752 -2.98001
8 H 2.47811 0.72293 -3.84771
9 H 1.22593 3.40733 0.60858
10 H 0.38406 3.47543 -0.80066
11 H -0.80575 1.79566 3.18812
12 H -2.21852 1.43288 3.19485
13 H 1.86793 -3.02370 0.93535
14 H 0.62137 -2.04521 1.39184
15 H -1.53774 -2.54707 -3.58760
16 H -0.77696 -1.74158 -2.74907
17 H -2.10344 -0.41812 0.65412
18 H -1.75373 0.65750 1.71477
19 H 0.75250 -1.27922 2.87335
20 H 1.35529 -0.51860 4.16477
21 H 4.42509 -0.75060 1.73938
22 H 5.45539 -1.44580 2.70355
23 H -2.80811 -3.17381 -1.90647
24 H -3.50956 -3.58262 -0.56548
25 H 1.67353 -2.56579 -1.60676
26 H 0.52640 -1.57002 -1.79460
27 H -4.99612 0.27627 -0.79732
28 H -4.69542 0.34388 0.74185
29 O -0.28870 -0.05205 -0.03984
30 O 3.31455 2.45590 -2.16833
31 O -2.03103 3.27670 0.34230
32 O 1.82647 1.43889 -3.62171
33 O 0.65418 4.00155 -0.02685
34 O -1.43768 1.42486 3.77479
35 O 1.47509 -2.50387 1.63301
36 O -1.60655 -2.10555 -2.71450
37 O -2.09885 0.52957 0.79277
38 O 0.86434 -1.32473 3.82354
39 O 5.08450 -1.39831 1.77258
40 O -2.71333 -3.68473 -1.13846
41 O 0.83597 -2.49517 -1.95901
42 O -4.83280 0.92974 -0.08208

Summary:
HOMO-LUMO gap, eV: 9.723
Total charge: 0
Total energy, Eh: -1069.9251
Spin multiplicity: 1
E_HOMO, eV: -10.648

8.
Here is 2 unconnected molecules or ions with the total composition C4H6NO2 from OMol25. Energies are from wB97M-V/def2-TZVPD.

Positions of all 13 atoms, in Å:
1 C -0.79569 -0.35985 -0.97176
2 C -1.44295 -0.04268 -2.09538
3 C 0.95067 -1.55226 -0.04561
4 N 0.08503 -1.48250 -0.99694
5 H -0.79761 0.21430 -0.05331
6 H -1.23324 -0.66349 -2.96421
7 H -2.02707 0.86338 -2.12952
8 H 1.55262 -2.45982 -0.05082
9 H 0.96412 -0.83523 0.81948
10 O 0.38507 2.41135 1.23031
11 C 0.69375 1.60018 2.11269
12 O 0.29984 0.39437 2.18975
13 H 1.36547 1.91227 2.95530

Summary:
HOMO-LUMO gap, eV: 8.657
Total charge: -1
Total energy, Eh: -361.2613
Spin multiplicity: 1
E_HOMO, eV: -4.471

Q: Which of these has the lowest total energy?
A: C40H61AsBN5O4PPt

Q: What is the total charge in the sixth record?
A: -1

Q: Which formula does entry 8 have?
A: C4H6NO2